(1)
Here is 2 unconnected molecules or ions with the total composition Cl2H2 from OMol25. Energies are from the ωB97M-V functional and the def2-TZVPD basis.

Cartesian coordinates (Å):
Cl 0.800 -0.613 -1.486
H -0.184 -1.262 -0.988
Cl -0.169 1.218 0.677
H -0.447 0.657 1.797

Charge   0
Structure (SMILES)   Cl.Cl
Gap between HOMO and LUMO   11.6 eV
ΔE to the lowest compared entry with this formula, charge and spin   6.5 kcal per mole
LUMO level   0.84 eV
E_HOMO   -0.3968 hartree

Charges in e, computed with natural (NBO), in the same order as the atoms:
1 Cl -0.263
2 H 0.265
3 Cl -0.265
4 H 0.264


(2)
Here is 2 unconnected molecules or ions with the total composition Cl2H2N2S2 at a distorted geometry from OMol25. Energies are from the ωB97M-V functional and the def2-TZVPD basis.

Cartesian coordinates (Å):
N -0.628 -1.112 -0.255
N -0.816 0.793 0.327
S 0.381 -1.141 -1.582
S 0.738 1.493 0.251
Cl -0.125 -1.795 1.259
Cl -1.850 1.440 -0.900
H 1.471 -1.392 -0.737
H 0.828 1.714 1.638

Charge   0
Gap between HOMO and LUMO   8.0 eV
ΔE to the lowest compared entry with this formula, charge and spin   62.8 kcal per mole
LUMO level   -0.90 eV
E_HOMO   -0.3279 hartree

These are the natural (NBO) partial charges, in e, on atoms 1 to 4:
1 N -0.536
2 N -0.531
3 S 0.314
4 S 0.204


(3)
Here is a single Cl2H2NPS molecule at a distorted geometry from OMol25. Energies are from the ωB97M-V functional and the def2-TZVPD basis.

Cartesian coordinates (Å):
N -1.581 0.073 0.231
S -0.275 0.113 1.444
P 1.748 0.061 0.498
Cl 1.636 1.239 -1.094
Cl 1.639 -1.691 -0.516
H -1.681 0.949 -0.229
H -1.485 -0.744 -0.334

Charge   0
Structure (SMILES)   NSP(Cl)Cl
Gap between HOMO and LUMO   9.5 eV
ΔE to the lowest compared entry with this formula, charge and spin   21.0 kcal per mole
LUMO level   0.17 eV
E_HOMO   -0.3427 hartree

These are the natural (NBO) partial charges, in e, on atoms 1 to 4:
1 N -0.939
2 S 0.094
3 P 0.645
4 Cl -0.264


(4)
Here is a single Cl2H2O2P2 molecule at a distorted geometry from OMol25. Energies are from the ωB97M-V functional and the def2-TZVPD basis.

Cartesian coordinates (Å):
O -0.927 0.007 1.226
P -0.948 0.055 -0.272
Cl -1.647 -1.697 -0.947
Cl -1.926 1.522 -1.115
O 0.633 0.030 -0.884
P 1.960 -0.051 0.054
H 1.196 -0.966 1.044
H 1.658 1.102 0.894

Charge   0
Structure (SMILES)   O=P(Cl)(Cl)OP
Gap between HOMO and LUMO   10.2 eV
ΔE to the lowest compared entry with this formula, charge and spin   11.9 kcal per mole
LUMO level   0.01 eV
E_HOMO   -0.3728 hartree

These are the natural (NBO) partial charges, in e, on atoms 1 to 4:
1 O -1.036
2 P 1.920
3 Cl -0.222
4 Cl -0.167